{
  "formula": "C5H8N2",
  "method": "the ωB97M-V functional and the def2-TZVPD basis",
  "elements": ["C", "N", "C", "C", "C", "C", "N", "H", "H", "H", "H", "H", "H", "H", "H"],
  "positions_angstrom": [[1.798515, 0.143521, -1.677990], [0.522443, 0.408459, -0.984244], [0.546173, 0.642550, 0.508203], [-0.593461, -0.022155, 0.853394], [-1.180984, -0.024573, 2.230661], [-1.130618, -0.739872, -0.287826], [-0.509654, -0.538969, -1.404080], [1.618881, 0.098062, -2.756560], [2.203935, -0.807533, -1.326821], [2.473199, 0.957948, -1.416978], [0.204048, 1.346044, -1.228686], [-2.243896, 0.246799, 2.231277], [-0.639564, 0.708192, 2.835322], [-1.081429, -1.005413, 2.706919], [-1.987586, -1.413060, -0.282592]],
  "forces_ev_per_angstrom": [[0.076, 0.026, 0.048], [0.259, -0.175, -0.133], [-0.334, -0.195, -0.113], [0.250, 0.041, 0.174], [0.012, -0.068, 0.116], [0.003, 0.057, -0.134], [-0.129, 0.156, 0.386], [0.003, 0.024, 0.271], [-0.137, 0.181, 0.004], [0.023, -0.145, -0.062], [-0.156, 0.082, -0.470], [0.173, -0.059, -0.026], [-0.120, -0.155, -0.038], [-0.072, 0.087, 0.013], [0.148, 0.143, -0.036]],
  "energy_ha": -304.7016,
  "mol_weight_g_mol": 96.13
}